The following is a quantum chemistry calculation of a molecular structure, C29H29N4O7PS2SeW at a distorted geometry, from the OMol25 dataset.

```
74
Properties=species:S:1:pos:R:3:forces:R:3
W -1.277582 1.119247 2.560942 -0.40 -1.10 0.63
C -3.566789 1.502529 2.883804 -0.28 -0.02 0.20
C -2.954253 2.502208 3.672961 -0.30 -0.02 0.06
C -2.254769 1.876130 4.715851 -0.03 -0.01 -0.01
C -2.418203 0.480042 4.586720 -0.26 -0.04 0.05
C -3.240475 0.237736 3.465468 -0.29 0.08 0.13
H -4.289860 1.685573 2.103761 0.28 0.01 -0.16
H -3.023075 3.566031 3.507278 0.24 -0.08 -0.12
H -1.674033 2.387825 5.467707 0.16 -0.04 -0.19
H -2.064758 -0.277297 5.267661 0.31 0.06 -0.18
H -3.670773 -0.726296 3.242302 0.26 0.01 -0.23
C 1.945284 0.061020 -10.956415 0.01 0.00 -0.01
O 0.695310 -0.198176 -10.335960 -0.04 0.01 0.12
C 0.613368 -0.067620 -8.995560 0.03 -0.01 -0.11
C 1.679849 0.288773 -8.172069 -0.12 -0.03 0.00
C 1.470933 0.400287 -6.805493 -0.01 -0.02 -0.06
C 0.222955 0.163097 -6.244421 0.01 0.01 0.04
C -0.833444 -0.205994 -7.082051 -0.02 -0.01 -0.03
C -0.643542 -0.320129 -8.437506 0.05 0.01 0.00
C -0.023163 0.285368 -4.810303 0.09 0.03 -0.10
N -1.148025 -0.022218 -4.202781 0.07 0.05 0.03
C -0.924545 0.260574 -2.885500 0.00 0.02 0.05
C 0.347427 0.743284 -2.682633 0.02 -0.06 0.05
N 0.921683 0.754294 -3.928927 -0.15 -0.05 0.07
C 0.871471 1.010674 -1.386143 0.13 0.02 0.03
C 2.202961 1.365452 -1.103385 -0.04 0.00 0.13
C 2.602657 1.452099 0.202274 -0.17 -0.08 0.00
C 1.675798 1.231126 1.233364 -0.07 -0.15 -0.31
N 0.401363 0.970372 0.987122 -0.23 0.14 -0.28
C -0.005130 0.844239 -0.303966 0.00 -0.04 0.21
C -1.364591 0.428744 -0.507666 -0.07 0.01 0.29
N -2.155147 0.323441 0.603626 -0.05 -0.23 -0.14
C -3.355020 -0.248970 0.445184 0.28 0.24 -0.34
C -3.850003 -0.671614 -0.790368 0.17 0.10 0.14
C -3.092010 -0.486376 -1.919408 0.07 0.02 0.10
C -1.814435 0.074130 -1.785836 -0.23 -0.08 0.00
H 1.784318 -0.077910 -12.021107 0.01 0.00 0.02
H 2.706765 -0.640502 -10.608360 0.01 0.01 -0.01
H 2.269989 1.086646 -10.767418 0.01 -0.01 -0.01
H 2.662360 0.472785 -8.576046 0.03 0.02 -0.02
H 2.321293 0.667421 -6.190572 0.02 0.01 0.02
H -1.804389 -0.399688 -6.648864 -0.01 0.01 0.01
H -1.452136 -0.603889 -9.095353 -0.02 0.00 -0.03
H 1.849164 1.054019 -4.169740 0.00 0.02 -0.01
H 2.901050 1.550004 -1.908573 0.05 -0.04 -0.01
H 3.619703 1.685636 0.477169 0.05 0.02 0.00
H 2.011414 1.292708 2.260763 0.02 0.09 0.10
H -3.977940 -0.367395 1.312010 0.03 0.00 0.04
H -4.828695 -1.125232 -0.824193 -0.03 -0.01 -0.04
H -3.433085 -0.780632 -2.901563 -0.04 0.00 -0.04
C 1.437609 -4.632954 3.600545 -0.01 -0.02 0.00
C 1.135155 -3.592942 4.648039 0.00 0.02 0.04
O 1.838668 -2.369662 4.304712 -0.05 -0.11 0.03
P 1.132950 -0.960922 4.226302 0.13 0.32 0.28
S -0.370433 -1.233264 2.842256 -0.16 0.21 -0.21
S 2.933368 0.101230 4.144761 0.24 -0.02 -0.27
O 0.310121 -0.715484 5.566792 -0.18 -0.04 -0.05
C 0.925948 -0.162177 6.764318 0.02 0.09 0.04
C 1.771330 -1.185323 7.481355 0.01 -0.02 -0.01
H 0.960245 -5.574849 3.870391 -0.01 -0.02 0.01
H 2.510336 -4.799717 3.522781 0.03 0.00 0.01
H 1.062545 -4.319595 2.627325 -0.02 0.02 -0.02
H 1.494271 -3.885735 5.634366 0.01 -0.01 -0.02
H 0.065112 -3.387382 4.716164 0.02 -0.01 0.00
H 0.081350 0.152591 7.376657 0.01 0.00 -0.02
H 1.500176 0.720797 6.481217 0.01 -0.03 -0.01
H 1.181373 -2.063187 7.744068 -0.03 -0.02 0.00
H 2.161174 -0.750836 8.401227 0.01 0.02 0.03
H 2.617940 -1.493272 6.868534 0.01 0.01 -0.01
O -0.112472 4.154751 4.354823 0.07 -0.16 -0.12
Se 0.538301 3.262981 3.200652 -0.47 -0.03 0.07
O 0.213724 1.552960 3.714157 0.34 0.69 -0.33
O -0.869087 2.951731 2.019975 0.68 0.32 0.37
O 2.843047 1.626680 3.940794 -0.21 -0.08 0.11
```
Forces are in eV/Å.

As for the energy above the lowest of the compared OMol25 structures with the same formula, charge and spin: 162.8 kJ/mol. The spin multiplicity is 2. For the HOMO energy (spin up / spin down), the calculation gives -0.3574 / -0.3573 Eh. Its HOMO-LUMO gap (spin up / spin down) is 6.192 / 5.445 eV. The maximum force comes out at 1.33 eV Å⁻¹. The net charge is +1.

=====

The following is a quantum chemistry calculation of a molecular structure, C29H30AsN5OS5Ti at a distorted geometry, from the OMol25 dataset.

```
72
Properties=species:S:1:pos:R:3:forces:R:3
Ti -0.537075 -0.550234 -0.757984 -0.06 -1.29 -0.31
C 2.164865 0.266647 -2.628295 0.01 -0.13 -0.17
C 1.241747 1.421922 -2.449293 0.01 0.36 -0.10
C 1.449878 2.618499 -3.134301 -0.10 0.04 0.07
C 0.575205 3.679321 -2.955695 0.09 -0.16 0.05
C -0.479707 3.555959 -2.066635 0.26 -0.40 -0.13
C -0.627006 2.335948 -1.415108 -0.08 0.20 0.12
N 0.205849 1.308484 -1.621988 -0.26 0.20 0.20
C -1.629225 2.136557 -0.330517 0.02 0.60 -0.19
C -2.595389 3.110214 -0.054873 -0.08 -0.33 0.25
C -3.398149 2.941806 1.053857 0.21 -0.25 -0.04
C -3.211487 1.818761 1.860641 0.13 0.06 -0.19
C -2.249779 0.887901 1.497013 -0.22 0.08 0.22
N -1.471481 1.052920 0.426161 -0.05 0.46 -0.27
C -1.996813 -0.329846 2.300774 -0.05 -0.10 0.16
C -3.038050 -1.004037 2.930564 0.24 -0.04 -0.06
C -2.707986 -2.132199 3.659363 0.04 -0.06 0.03
C -1.384188 -2.528470 3.735776 0.03 -0.06 0.04
C -0.403723 -1.798605 3.063691 -0.16 0.07 -0.02
C 1.036854 -2.200652 3.079099 0.02 -0.08 0.01
N -0.721167 -0.711702 2.362906 -0.30 0.06 -0.03
H 3.197722 0.620078 -2.609674 0.00 -0.04 -0.01
H 1.952917 -0.202369 -3.591800 0.03 -0.03 -0.01
H 2.047337 -0.482944 -1.849245 -0.02 0.10 -0.09
H 2.302887 2.695889 -3.794108 0.00 0.04 -0.04
H 0.725140 4.609637 -3.489562 0.02 0.00 -0.03
H -1.156225 4.376082 -1.898450 -0.04 0.03 0.04
H -2.735883 3.942307 -0.723702 -0.03 0.05 0.00
H -4.161400 3.670170 1.293361 -0.03 0.01 0.01
H -3.788841 1.663168 2.761554 -0.02 0.01 -0.04
H -4.066241 -0.706448 2.790841 -0.02 0.07 -0.03
H -3.483807 -2.713385 4.141988 0.00 -0.02 0.02
H -1.098853 -3.414234 4.290678 -0.02 0.00 -0.01
H 1.342935 -2.527346 4.074803 0.00 0.00 0.04
H 1.651105 -1.367715 2.742473 0.03 0.02 -0.03
H 1.194532 -3.032472 2.388694 0.01 -0.02 -0.01
C 5.687078 -2.905759 1.193747 0.04 -0.03 0.01
C 5.537901 -1.989609 -0.017466 0.10 -0.08 -0.11
N 4.730676 -0.817881 0.230899 -0.04 0.05 -0.06
C 5.414653 0.433396 0.446425 0.02 0.01 -0.09
C 5.984717 0.593024 1.853068 0.01 -0.04 0.02
C 3.337373 -0.947343 0.287333 0.11 0.24 0.18
S 2.423701 0.432649 0.787493 -0.14 0.06 0.00
N 2.929903 -2.156667 -0.008321 0.40 -0.10 0.01
C 1.681425 -2.614243 -0.131325 -0.47 -0.16 -0.04
O 0.613363 -1.838614 -0.217204 0.14 0.25 0.18
C 1.437227 -4.023417 -0.200229 0.13 -0.15 0.07
C 2.488110 -4.960036 -0.059175 -0.04 0.14 -0.02
C 2.238504 -6.314306 -0.089807 0.03 -0.14 0.00
C 0.943499 -6.799650 -0.260130 0.03 -0.05 0.01
C -0.097921 -5.885687 -0.406870 -0.15 -0.11 -0.03
C 0.127886 -4.528357 -0.381177 0.09 0.23 0.00
H 6.298505 -3.774277 0.940407 0.04 -0.08 -0.01
H 4.707731 -3.255563 1.511667 -0.07 0.00 0.00
H 6.156713 -2.390509 2.032159 0.03 0.05 0.02
H 5.097946 -2.561898 -0.839814 0.03 0.04 0.07
H 6.524708 -1.640667 -0.340836 0.01 -0.01 0.01
H 4.703660 1.235109 0.255747 0.00 -0.01 0.02
H 6.223422 0.515279 -0.294682 -0.01 -0.02 0.05
H 5.178740 0.504791 2.580291 -0.06 0.00 0.02
H 6.453450 1.571395 1.974279 0.03 0.09 -0.01
H 6.735966 -0.168052 2.073951 0.02 -0.02 -0.02
H 3.494718 -4.590823 0.069340 0.06 0.04 0.01
H 3.067030 -7.006784 0.018457 0.01 -0.03 0.00
H 0.752986 -7.864834 -0.287676 -0.01 -0.05 0.00
H -1.111688 -6.235164 -0.561978 -0.02 -0.05 0.00
H -0.693072 -3.836385 -0.521924 -0.01 0.01 0.00
S -3.260569 0.882843 -2.773416 -0.05 -0.12 -0.09
As -2.860438 -1.243765 -2.722074 -0.15 0.17 0.08
S -0.705583 -1.434987 -3.102134 0.11 0.19 0.06
S -2.739759 -1.695617 -0.554360 0.06 0.08 0.13
S -4.109543 -2.559665 -3.811126 0.09 0.17 0.06
```
Forces are in eV/Å.

As for the energy above the lowest of the compared OMol25 structures with the same formula, charge and spin: 0.0 kJ/mol. The spin multiplicity is 3. For the HOMO energy (spin up / spin down), the calculation gives 0.0057 / -0.0564 Eh. Its HOMO-LUMO gap (spin up / spin down) is 4.057 / 5.732 eV. The maximum force comes out at 1.32 eV Å⁻¹. The net charge is -2.

=====

> Which of these has the highest net charge?

C29H29N4O7PS2SeW